7 unconnected molecules or ions with the total composition C21H42O21. Source: the Open Molecules 2025 dataset; level of theory: ωB97M-V/def2-TZVPD.

The value obtained for the electronic energy is -65453.439 eV. Its HOMO-LUMO gap is 11.1 eV. The SMILES is COC(=O)OC.COC(=O)OC.COC(=O)OC.COC(=O)OC.COC(=O)OC.COC(=O)OC.COC(=O)OC.

```
! wB97M-V def2-TZVPD RIJCOSX def2/J DEFGRID3
* xyz 0 1
C 4.173 1.541 -3.997
O 3.590 1.168 -5.227
C 3.569 2.007 -6.249
O 3.843 3.185 -6.191
O 3.147 1.329 -7.294
C 3.122 1.870 -8.581
H 5.250 1.718 -4.018
H 3.871 0.915 -3.163
H 3.848 2.557 -3.750
H 2.166 1.692 -9.067
H 3.874 1.327 -9.162
H 3.462 2.903 -8.662
C -2.392 0.019 0.070
O -1.093 0.426 -0.353
C -0.045 -0.374 -0.293
O -0.037 -1.547 -0.022
O 1.021 0.415 -0.427
C 2.303 -0.138 -0.388
H -2.724 0.515 0.984
H -2.477 -1.055 0.219
H -3.046 0.455 -0.684
H 2.563 -0.409 0.638
H 3.001 0.678 -0.577
H 2.540 -0.909 -1.119
C 0.958 -3.721 2.527
O 1.864 -4.718 2.138
C 3.026 -4.802 2.792
O 3.344 -4.084 3.708
O 3.741 -5.803 2.322
C 4.960 -6.130 2.984
H 0.029 -3.890 1.981
H 1.287 -2.760 2.129
H 0.711 -3.740 3.588
H 4.821 -6.385 4.035
H 5.659 -5.304 2.870
H 5.356 -7.040 2.539
C 1.637 1.508 2.844
O 1.165 2.453 3.762
C 0.111 3.184 3.476
O -0.512 3.170 2.436
O -0.208 3.763 4.652
C -1.302 4.633 4.721
H 0.797 0.829 2.674
H 2.464 0.935 3.260
H 2.008 1.982 1.938
H -1.345 5.011 5.743
H -2.259 4.197 4.437
H -1.187 5.584 4.194
C -4.472 1.021 3.328
O -3.986 -0.292 3.480
C -4.755 -1.276 2.926
O -5.952 -1.198 2.821
O -4.001 -2.297 2.600
C -4.633 -3.465 2.058
H -3.663 1.756 3.322
H -5.065 1.285 4.205
H -4.992 1.266 2.402
H -3.853 -4.218 1.983
H -5.038 -3.243 1.072
H -5.393 -3.877 2.719
C 3.352 4.167 1.160
O 4.503 4.001 0.329
C 5.088 2.829 0.361
O 4.754 1.855 0.989
O 6.299 2.950 -0.320
C 7.180 1.819 -0.181
H 2.588 3.530 0.713
H 2.889 5.151 1.122
H 3.519 3.954 2.214
H 6.671 0.914 -0.505
H 7.516 1.897 0.852
H 8.068 1.931 -0.802
C -5.615 -0.745 -1.819
O -6.836 -1.444 -2.095
C -7.417 -1.398 -3.283
O -7.379 -0.526 -4.099
O -8.105 -2.572 -3.390
C -8.840 -2.790 -4.604
H -5.851 0.235 -2.239
H -4.758 -1.232 -2.278
H -5.497 -0.605 -0.748
H -9.563 -1.981 -4.700
H -9.269 -3.787 -4.584
H -8.151 -2.769 -5.449
*
```